[1]
Entry from the OMol25 dataset: C26H71BeN6O10 as an isolated structure in a non-equilibrium geometry (wB97M-V/def2-TZVPD).

Atoms and positions in Å:
Be  -0.238  -2.213  1.798
O  -1.487  0.532  -1.339
C  -1.221  -0.326  -0.330
O  -0.064  -0.755  -0.225
O  -2.084  -0.764  0.467
H  -2.375  0.785  -1.077
C  1.674  1.053  2.575
C  2.580  -0.141  2.554
C  3.813  0.069  3.471
O  4.285  1.411  3.500
C  5.447  1.575  4.326
N  1.839  -1.319  2.950
H  1.520  1.434  3.585
H  0.749  0.804  2.056
H  2.119  1.920  2.087
H  2.977  -0.323  1.555
H  4.558  -0.704  3.283
H  3.538  -0.219  4.486
H  6.261  0.910  4.037
H  5.196  1.395  5.371
H  5.851  2.588  4.332
H  1.509  -1.122  3.884
H  2.626  -1.865  3.270
C  3.678  5.687  0.534
C  3.912  4.322  1.145
C  3.783  3.179  0.128
O  2.436  3.042  -0.315
C  2.197  1.799  -1.015
N  5.223  4.284  1.692
H  2.790  5.736  -0.096
H  4.568  5.989  -0.019
H  3.572  6.451  1.304
H  3.212  4.190  1.970
H  4.030  2.246  0.634
H  4.505  3.257  -0.685
H  2.413  0.942  -0.375
H  2.802  1.861  -1.919
H  1.164  1.605  -1.302
H  5.233  4.887  2.503
H  5.294  3.387  2.150
C  -3.208  0.974  -4.181
C  -4.039  2.162  -3.713
C  -3.802  2.417  -2.247
O  -3.980  1.271  -1.381
C  -4.605  1.590  -0.138
N  -3.853  3.316  -4.506
H  -3.422  0.147  -3.504
H  -2.167  1.166  -3.922
H  -3.348  0.551  -5.175
H  -5.064  1.797  -3.771
H  -4.386  3.283  -1.935
H  -2.753  2.701  -2.322
H  -5.679  1.734  -0.249
H  -4.208  2.458  0.390
H  -4.551  0.770  0.578
H  -4.408  4.091  -4.172
H  -4.335  3.052  -5.354
C  0.821  -1.194  -7.718
C  0.234  -2.054  -6.537
C  0.018  -1.250  -5.236
O  1.327  -0.854  -4.789
C  1.291  0.165  -3.865
N  -1.028  -2.611  -6.973
H  1.832  -0.854  -7.493
H  0.231  -0.294  -7.888
H  0.891  -1.822  -8.606
H  0.849  -2.934  -6.347
H  -0.493  -1.816  -4.457
H  -0.613  -0.371  -5.369
H  0.631  -0.032  -3.020
H  0.943  1.036  -4.421
H  2.241  0.413  -3.392
H  -1.498  -1.765  -7.261
H  -0.788  -3.031  -7.860
C  0.830  -5.838  2.045
C  1.264  -5.084  0.755
C  0.159  -4.867  -0.302
O  -0.830  -3.932  0.098
C  -1.817  -3.692  -0.914
N  1.795  -3.818  1.169
H  -0.038  -5.377  2.517
H  1.633  -5.982  2.768
H  0.375  -6.762  1.688
H  2.036  -5.709  0.306
H  -0.285  -5.827  -0.567
H  0.739  -4.593  -1.184
H  -2.592  -2.968  -0.661
H  -2.353  -4.617  -1.128
H  -1.370  -3.388  -1.861
H  2.528  -3.949  1.852
H  2.309  -3.509  0.357
C  -3.033  0.004  4.913
C  -2.306  -0.020  3.611
C  -2.041  1.424  3.032
O  -1.379  2.269  3.940
C  -0.987  3.498  3.305
N  -1.054  -0.678  3.844
H  -3.877  0.690  4.839
H  -2.403  0.438  5.690
H  -3.346  -1.011  5.158
H  -2.915  -0.565  2.889
H  -2.989  1.884  2.756
H  -1.424  1.324  2.139
H  -0.180  3.269  2.609
H  -0.535  4.161  4.042
H  -1.813  4.015  2.816
H  -0.534  0.058  4.300
H  -1.306  -1.271  4.622
C  -3.778  -3.505  1.820
O  -2.456  -3.588  2.420
H  -3.830  -2.668  1.124
H  -4.042  -4.366  1.206
H  -4.551  -3.320  2.566
H  -2.570  -3.926  3.311

* gap between HOMO and LUMO (spin up / spin down): 4.88 / 8.19 eV
* multiplicity: 2

Atom charges from the Löwdin analysis, given in e for atoms 1 to 6: number 1, Be, carries 0.73; number 2, O, carries 0.08; number 3, C, carries -0.83; number 4, O, carries -0.05; number 5, O, carries -0.06; number 6, H, carries 0.04

=====

[2]
Entry from the OMol25 dataset: a 2-piece molecular cluster, C4H8N2O2 overall in a non-equilibrium geometry (wB97M-V/def2-TZVPD).

Atoms and positions in Å:
N  -1.299  0.968  -1.239
C  -2.007  0.918  0.021
O  -2.441  -0.371  0.292
O  -2.250  1.770  0.836
H  -0.505  0.293  -1.238
H  -0.955  1.905  -1.457
H  -2.265  -0.996  -0.544
C  1.764  -0.257  0.618
C  2.016  0.747  -0.282
C  2.220  -2.309  -0.361
N  2.408  -1.503  0.628
H  1.076  -0.211  1.479
H  2.859  0.728  -0.991
H  1.282  1.540  -0.410
H  2.764  -3.249  -0.336
H  1.554  -2.046  -1.221

* ΔE to the lowest compared entry with this formula, charge and spin: 266.18 kJ/mol
* gap between HOMO and LUMO: 9.71 eV

Atom charges from the Löwdin analysis, given in e for atoms 1 to 6: number 1, N, carries 0.11; number 2, C, carries -0.60; number 3, O, carries 0.02; number 4, O, carries 0.10; number 5, H, carries 0.07; number 6, H, carries 0.09

=====

[3]
Entry from the OMol25 dataset: a 2-piece molecular cluster, C11H12NO2 overall in a non-equilibrium geometry (wB97M-V/def2-TZVPD).

Atoms and positions in Å:
C  2.254  -0.646  -0.945
C  -0.035  1.667  0.819
C  1.213  1.366  0.278
C  1.121  0.009  -0.226
C  -0.198  -0.376  -0.114
C  -0.305  2.938  1.339
C  0.729  3.829  1.385
C  1.962  3.563  0.721
C  2.258  2.293  0.218
N  -0.907  0.650  0.462
H  -1.258  3.125  1.831
H  0.718  4.778  1.916
H  -1.865  0.630  0.783
H  2.787  4.263  0.607
H  -0.733  -1.252  -0.477
H  3.194  2.016  -0.248
H  2.017  -0.700  -2.018
H  2.336  -1.709  -0.710
H  3.190  -0.100  -0.886
C  -1.454  -3.955  0.400
C  -1.964  -3.308  -0.932
O  -1.536  -3.846  -1.980
O  -2.496  -2.173  -0.907
H  -0.440  -3.597  0.599
H  -1.572  -5.029  0.430
H  -2.029  -3.580  1.245

* ΔE to the lowest compared entry with this formula, charge and spin: 102.78 kJ/mol
* total charge: -1
* gap between HOMO and LUMO: 7.32 eV

Atom charges from the Löwdin analysis, given in e for atoms 1 to 6: number 1, C, carries -0.06; number 2, C, carries -0.22; number 3, C, carries -0.16; number 4, C, carries -0.21; number 5, C, carries -0.02; number 6, C, carries -0.05

=====

[4]
Entry from the OMol25 dataset: C5H8O2 as an isolated structure (wB97M-V/def2-TZVPD).

Atoms and positions in Å:
O  2.812  -0.396  0.540
C  2.013  -1.029  -0.107
C  -0.405  0.007  0.878
C  -1.133  1.030  0.406
C  -2.096  0.193  -0.420
C  -1.119  -0.944  -0.022
O  -0.940  -2.068  -0.415
H  2.093  1.496  -0.218
H  1.617  -2.001  0.233
H  1.596  -0.651  -1.062
H  0.415  -0.069  1.581
H  -1.064  2.101  0.561
H  1.508  1.842  -0.525
H  -2.222  0.402  -1.487
H  -3.075  0.086  0.058

* ΔE to the lowest compared entry with this formula, charge and spin: 365.40 kJ/mol
* gap between HOMO and LUMO: 10.19 eV

Atom charges from the Löwdin analysis, given in e for atoms 1 to 6: number 1, O, carries -0.06; number 2, C, carries -0.19; number 3, C, carries -0.04; number 4, C, carries -0.04; number 5, C, carries -0.07; number 6, C, carries -0.41

=====

[5]
Entry from the OMol25 dataset: C3H3ORh as an isolated structure in a non-equilibrium geometry (wB97M-V/def2-TZVPD).

Atoms and positions in Å:
H  -1.610  0.419  -0.913
O  0.121  1.252  0.017
C  -1.001  0.258  -0.011
C  0.050  -0.801  -0.063
C  1.008  0.168  -0.057
H  -1.616  0.331  0.897
H  0.064  -1.882  0.039
Rh  2.985  0.255  0.090

* ΔE to the lowest compared entry with this formula, charge and spin: 0.00 kJ/mol
* total charge: +2
* gap between HOMO and LUMO (spin up / spin down): 10.25 / 8.02 eV
* multiplicity: 5

Atom charges from the Löwdin analysis, given in e for atoms 1 to 6: number 1, H, carries 0.18; number 2, O, carries 0.09; number 3, C, carries 0.01; number 4, C, carries 0.14; number 5, C, carries -0.23; number 6, H, carries 0.18

=====

[6]
Entry from the OMol25 dataset: an isolated ion of composition C9H17N2O and charge +1 in a non-equilibrium geometry (wB97M-V/def2-TZVPD).

Atoms and positions in Å:
C  -0.113  -0.519  -0.318
C  -0.220  1.412  0.748
C  -0.852  2.428  1.497
C  -1.547  -1.124  -2.341
C  0.057  -2.906  -1.350
C  1.149  0.354  2.910
C  1.045  0.338  -1.087
C  0.982  1.674  -0.239
C  -0.916  -1.678  -1.089
N  0.639  -0.826  0.914
N  0.545  0.188  1.646
O  -0.980  0.500  -0.016
H  -1.876  2.311  1.578
H  -0.724  3.449  0.956
H  -0.406  2.496  2.514
H  -2.120  -0.295  -2.030
H  -2.016  -1.943  -2.928
H  -0.811  -0.539  -3.007
H  0.388  -2.899  -2.351
H  0.810  -2.945  -0.499
H  -0.541  -3.759  -1.333
H  0.529  1.066  3.532
H  2.098  0.778  2.731
H  1.147  -0.516  3.534
H  0.711  0.355  -2.033
H  2.034  -0.097  -1.105
H  1.860  1.999  0.402
H  0.791  2.498  -0.929
H  -1.664  -1.801  -0.308

* ΔE to the lowest compared entry with this formula, charge and spin: 271.36 kJ/mol
* total charge: +1
* gap between HOMO and LUMO: 9.83 eV

Atom charges from the Löwdin analysis, given in e for atoms 1 to 6: number 1, C, carries -0.40; number 2, C, carries -0.34; number 3, C, carries 0.03; number 4, C, carries -0.05; number 5, C, carries -0.02; number 6, C, carries 0.02

=====

Results for electronic energy: -57923.624 -11351.354 -17188.306 -9406.045 -8187.760 -14627.059 (in eV, following the order of the records).